(1)
Density functional theory data (ωB97M-V with the def2-TZVPD basis set) for a cluster of 2 separate species, C14H14F3N2 in total at a distorted geometry.

Structure (XYZ):
```
33
Properties=species:S:1:pos:R:3:forces:R:3:mulliken_charge:R:1
F -0.3555 -1.2786 -4.9914 -1.253 -0.224 0.621 -0.24
C -1.6409 -1.4492 -4.5469 -0.032 0.251 -1.972 0.83
F -2.3314 -0.3177 -4.8733 0.639 -1.069 0.480 -0.25
F -2.1830 -2.4729 -5.2865 0.565 0.972 0.899 -0.23
C -1.6877 -1.7518 -3.0757 -0.079 0.024 0.324 0.41
C -2.6391 -1.1406 -2.2585 0.066 0.024 -0.015 -0.81
C -2.6130 -1.3775 -0.8969 0.142 -0.188 0.512 -0.70
C -1.6433 -2.2362 -0.2972 -0.085 0.408 -1.302 0.93
C -1.6391 -2.3587 1.1244 -0.654 -1.135 0.199 -0.88
C -0.6924 -3.0764 1.9098 0.628 0.159 0.603 1.18
C -1.1041 -3.5158 3.2049 -0.024 0.038 -0.331 -0.38
C -0.3021 -4.3560 3.9603 0.045 -0.021 0.109 -0.69
C 0.9515 -4.7633 3.4786 -0.385 0.286 -0.279 -0.32
C 1.4165 -4.2708 2.2501 -0.059 0.194 -0.118 -0.68
C 0.6360 -3.3990 1.4932 -0.148 -0.223 0.156 -0.48
C -0.7831 -2.9450 -1.1913 0.108 0.255 0.329 -0.48
C -0.7873 -2.6763 -2.5511 0.022 -0.067 0.198 -0.96
H -3.3795 -0.4694 -2.6858 0.185 -0.117 0.078 0.46
H -3.3432 -0.8836 -0.2518 0.252 -0.101 -0.181 0.39
H -2.5590 -2.0629 1.6295 0.368 -0.373 -0.266 0.33
H -2.0874 -3.2078 3.5732 0.316 -0.182 -0.125 0.42
H -0.6520 -4.7014 4.9342 0.121 0.088 -0.306 0.40
H 1.5681 -5.4477 4.0633 -0.182 0.230 -0.170 0.40
H 2.4036 -4.5700 1.8908 -0.310 0.209 0.134 0.39
H 1.0437 -2.9554 0.5814 -0.102 -0.201 0.439 0.73
H -0.1063 -3.7131 -0.8192 -0.324 0.225 -0.145 0.73
H -0.0798 -3.1797 -3.2078 -0.209 0.067 0.142 0.42
N -1.9432 -0.0768 2.2552 0.188 0.059 -0.167 -0.28
N -1.9202 0.1933 3.6765 0.031 -0.057 -0.122 -0.70
H -2.5396 0.6318 1.8315 0.320 0.024 -0.014 0.28
H -0.9959 0.0542 1.9098 -0.167 0.485 0.073 0.29
H -2.8743 0.0566 4.0047 0.228 -0.118 0.102 0.26
H -1.3349 -0.5304 4.0902 -0.213 0.077 0.114 0.26
```
Positions in Å, forces in eV/Å.

Values from the calculation:
E_HOMO: -12.02 eV
maximum force: 0.0387 Eh/bohr
charge: +1
DFT total energy: -950.690324 a.u.

***

(2)
Density functional theory data (ωB97M-V with the def2-TZVPD basis set) for a structure of composition H5NO2SSi at a distorted geometry.

Structure (XYZ):
```
10
Properties=species:S:1:pos:R:3:forces:R:3:mulliken_charge:R:1
N 0.2656 0.5740 -0.8493 1.317 0.929 1.852 -0.46
O -1.9282 -1.2803 -0.4343 0.059 -3.377 -1.643 -0.42
O -2.4269 1.0427 0.0455 0.232 1.867 0.182 -0.46
Si 1.0774 -0.2782 0.4912 2.311 -0.908 0.557 0.35
S -1.5759 -0.1191 0.3137 -2.359 0.530 2.517 0.60
H 0.4212 0.2884 -1.7921 -0.196 0.486 -0.751 0.26
H -0.1427 1.4793 -0.5467 0.599 -0.611 -1.478 0.36
H 0.9875 -1.7852 0.2449 -0.387 1.024 0.202 -0.04
H 2.6314 -0.1145 0.6432 -1.235 0.207 -0.616 -0.15
H 0.6906 0.1928 1.8838 -0.341 -0.148 -0.823 -0.05
```
Positions in Å, forces in eV/Å.

Values from the calculation:
E_HOMO (spin up / spin down): -6.88 / -10.71 eV
maximum force: 0.0730 Eh/bohr
spin multiplicity: 3
<S²>: 2.011
DFT total energy: -895.732796 a.u.

***

(3)
Density functional theory data (ωB97M-V with the def2-TZVPD basis set) for a structure of composition C48H48Cl2FeN7O2P at a distorted geometry.

Structure (XYZ):
```
109
Properties=species:S:1:pos:R:3:forces:R:3:mulliken_charge:R:1
Fe -0.9837 -0.6623 0.5241 -1.609 -0.318 -0.407 1.00
Cl -5.4234 -3.2103 -0.1420 0.384 -0.338 -0.152 -0.23
C -5.1464 -1.5377 -0.4663 0.529 0.159 0.191 0.18
C -6.2729 -0.8049 -0.8611 -0.100 0.292 -0.020 -0.52
C -6.2421 0.5562 -0.9433 0.050 -0.263 0.069 0.49
Cl -7.6677 1.4235 -1.3986 -0.102 0.072 -0.102 -0.26
C -5.0792 1.2533 -0.5519 0.145 -0.041 -0.016 -0.07
C -5.0074 2.6560 -0.4578 0.105 0.057 0.110 -1.35
C -3.8966 3.2247 0.0975 -0.193 0.044 -0.013 -1.43
C -2.8420 2.3978 0.5022 -0.479 -0.182 -0.188 -0.27
N -2.8141 1.0940 0.3184 -0.064 0.219 -0.014 0.67
C -3.9310 0.5054 -0.1827 -0.287 -0.257 -0.211 0.31
C -3.8996 -0.9414 -0.2299 -0.453 0.526 0.024 -0.57
O -2.7822 -1.5405 0.0158 0.572 -0.281 0.553 -0.88
H -7.1886 -1.3385 -1.0735 -0.005 -0.005 0.008 0.48
H -5.8430 3.2556 -0.7906 -0.017 0.009 0.033 0.46
H -3.8195 4.2949 0.2321 0.027 0.012 0.004 0.58
H -1.9868 2.8416 0.9857 -0.959 0.035 -0.472 0.19
O -0.9673 -1.1466 2.6332 0.118 0.039 1.475 -0.56
C -1.1033 0.0497 2.5759 0.086 -0.810 -2.300 0.28
C -1.0945 1.3224 3.1364 0.073 1.459 1.865 0.21
C -1.5384 1.5267 4.4710 0.124 -0.298 -0.572 -0.61
C -1.6903 2.8031 4.9498 -0.146 0.331 0.233 -0.92
C -1.4159 3.9047 4.1394 0.037 -0.226 -0.116 -0.83
C -0.9279 3.7181 2.8540 0.068 0.238 0.342 -0.17
C -0.7556 2.4473 2.3370 0.611 -0.830 0.697 0.65
P 0.0944 2.0257 0.7643 0.352 0.692 0.207 3.18
C 1.8034 2.4625 1.2995 -0.686 1.527 0.312 -0.07
C 2.2056 2.2919 2.6239 -0.272 0.924 0.255 -0.05
C 3.4799 2.6599 3.0242 -0.246 0.489 0.010 -1.19
C 4.3682 3.2090 2.1117 0.037 0.047 -0.018 -0.67
C 3.9822 3.3692 0.7887 0.056 -0.064 -0.010 -1.13
C 2.7148 2.9827 0.3822 -0.416 0.840 0.122 -1.31
C -0.2382 3.4383 -0.3709 0.219 0.014 -0.081 1.08
C -0.9757 3.1841 -1.5261 0.166 0.033 -0.017 -1.01
C -1.2241 4.1850 -2.4524 -0.006 -0.015 -0.063 -0.99
C -0.7493 5.4674 -2.2269 -0.005 0.000 0.035 -0.86
C -0.0188 5.7369 -1.0774 0.022 0.104 0.008 -1.01
C 0.2438 4.7320 -0.1606 -0.050 -0.058 -0.008 -0.40
H -1.7648 0.6653 5.0854 -0.012 0.009 0.022 0.60
H -2.0183 2.9619 5.9688 -0.051 -0.031 -0.019 0.41
H -1.5697 4.9049 4.5204 0.043 0.018 0.007 0.48
H -0.6857 4.5833 2.2522 0.021 0.003 -0.024 0.49
H 1.5216 1.8689 3.3484 0.062 0.003 0.022 0.37
H 3.7794 2.5196 4.0547 -0.020 0.003 0.011 0.45
H 5.3574 3.5112 2.4291 -0.001 0.008 0.001 0.47
H 4.6695 3.7995 0.0712 0.010 -0.026 -0.011 0.49
H 2.4249 3.1027 -0.6541 -0.048 0.188 0.156 1.31
H -1.3756 2.1929 -1.6836 0.004 -0.108 -0.088 0.61
H -1.7850 3.9619 -3.3509 -0.039 0.005 0.021 0.55
H -0.9476 6.2551 -2.9415 0.017 0.000 -0.010 0.44
H 0.3624 6.7336 -0.8969 -0.019 0.008 -0.009 0.49
H 0.8468 4.9562 0.7089 0.034 -0.011 0.008 0.46
C -0.9692 -0.8510 -2.1942 0.072 0.602 -0.092 -1.28
N 0.3111 -0.1749 -2.3006 0.153 0.213 0.029 1.07
C 0.4606 0.6996 -3.4559 0.210 0.061 -0.051 -1.19
C 1.2840 -0.2729 -1.3447 0.349 -0.411 -0.614 -1.05
N 0.9513 -0.6232 -0.1465 0.690 1.084 -0.470 1.56
C 1.8545 -0.8562 0.9160 0.887 0.148 0.356 -0.87
C 2.7671 0.0742 1.3550 0.066 -1.010 -0.944 0.36
C 3.5797 -0.1643 2.4760 0.345 -0.847 0.422 -0.95
C 3.4562 -1.3278 3.1856 0.020 0.381 -0.264 -1.36
C 2.5263 -2.3100 2.7722 -0.101 -0.147 0.069 0.82
C 2.4013 -3.5336 3.4707 -0.083 -0.172 -0.079 -1.18
C 1.5677 -4.5149 3.0024 0.173 0.186 0.071 -1.09
C 0.8174 -4.3015 1.8357 -0.124 0.234 -0.280 -0.54
C 0.8775 -3.0987 1.1599 0.113 -0.608 0.226 -0.32
N 0.0550 -2.8454 0.0611 -1.216 -0.970 0.012 1.08
C 0.0083 -3.6278 -0.9846 0.750 0.177 0.387 -1.39
N -1.1969 -3.8286 -1.6229 -0.164 0.005 -0.127 1.38
C -1.4003 -3.6819 -3.0479 0.018 -0.451 -0.065 -1.61
C -2.0316 -4.7911 -0.9197 -0.155 0.121 0.202 -1.07
N 1.1051 -4.2486 -1.4940 0.169 -0.053 -0.157 1.01
C 2.4452 -4.0114 -0.9820 0.064 0.000 -0.063 -1.04
C 1.0210 -5.4081 -2.3672 0.042 -0.137 0.063 -1.30
C 1.7337 -2.0771 1.6229 0.044 -0.250 0.291 -0.08
N 2.6317 -0.2100 -1.7963 -0.264 -0.056 -0.023 0.64
C 2.9411 -1.2115 -2.8198 0.066 -0.039 0.013 -1.02
C 3.3188 1.0615 -2.0109 0.010 -0.089 0.245 -0.83
H -1.0812 -1.5385 -3.0361 -0.031 0.572 0.385 0.68
H -1.7992 -0.1463 -2.2289 -0.117 0.135 0.093 0.61
H -1.0194 -1.4301 -1.2735 -0.091 -0.303 -0.806 0.16
H -0.3937 0.5538 -4.1128 -0.020 -0.062 0.014 0.41
H 1.3583 0.4876 -4.0320 0.035 -0.036 0.001 0.34
H 0.4724 1.7520 -3.1594 0.019 -0.058 -0.059 0.23
H 2.8189 1.0274 0.8603 0.720 -1.433 -0.205 -0.14
H 4.2937 0.5912 2.7790 -0.042 -0.428 -0.112 0.65
H 4.0738 -1.5227 4.0529 0.010 0.011 0.015 0.50
H 2.9865 -3.6817 4.3692 0.018 -0.027 -0.012 0.48
H 1.4825 -5.4598 3.5228 0.009 0.015 0.015 0.42
H 0.1617 -5.0754 1.4548 -0.045 -0.003 0.052 0.52
H -0.5779 -3.1168 -3.4851 0.048 -0.354 -0.089 0.59
H -2.3270 -3.1222 -3.2062 0.011 -0.084 -0.106 0.32
H -1.4877 -4.6327 -3.5861 -0.006 0.002 0.037 0.53
H -1.5068 -5.7439 -0.7595 -0.057 0.034 -0.051 0.14
H -2.9117 -4.9869 -1.5183 -0.243 0.012 -0.020 0.49
H -2.3396 -4.3839 0.0406 -0.094 0.003 0.048 0.23
H 2.5530 -2.9813 -0.6551 0.046 -0.012 -0.008 0.30
H 3.1601 -4.2039 -1.7829 -0.030 0.030 -0.026 0.34
H 2.6781 -4.6735 -0.1440 0.014 0.036 -0.008 0.32
H 0.0053 -5.6025 -2.6851 0.022 -0.011 0.071 0.38
H 1.3925 -6.2943 -1.8450 0.021 0.005 -0.014 0.36
H 1.6418 -5.2474 -3.2506 -0.019 -0.024 -0.020 0.36
H 2.1827 -1.9930 -2.8221 0.016 -0.020 0.015 0.27
H 3.9036 -1.6679 -2.5797 -0.010 -0.012 -0.055 0.33
H 3.0108 -0.7982 -3.8316 -0.059 0.051 0.019 0.51
H 2.7198 1.8004 -2.5516 -0.018 -0.004 -0.103 0.21
H 4.2141 0.8604 -2.5963 -0.007 -0.022 -0.008 0.47
H 3.6364 1.5111 -1.0751 0.082 -0.233 -0.076 0.18
```
Positions in Å, forces in eV/Å.

Values from the calculation:
E_HOMO (spin up / spin down): -9.32 / -9.40 eV
maximum force: 0.0474 Eh/bohr
charge: +1
spin multiplicity: 6
<S²>: 8.774
DFT total energy: -4916.806511 a.u.

***

(4)
Density functional theory data (ωB97M-V with the def2-TZVPD basis set) for a cluster of 5 separate species, C15H19BF4NO14S in total at a distorted geometry.

Structure (XYZ):
```
55
Properties=species:S:1:pos:R:3:forces:R:3:mulliken_charge:R:1
C 1.0586 5.0926 0.7864 -0.211 -0.224 0.111 -1.00
C 0.7051 3.9745 -0.2620 -0.104 0.702 0.412 -0.31
B 0.2986 2.7181 0.5266 0.845 -0.195 -1.160 0.30
O 1.0683 1.6777 0.8516 -0.294 0.507 0.821 -0.32
S -1.4724 2.4581 1.2913 -0.445 -0.361 0.829 0.25
O -2.1513 3.9749 1.3837 -0.186 -0.136 -0.731 -0.31
C -2.4266 4.5495 0.2285 0.520 0.284 0.363 0.48
N -2.5410 5.1352 -0.7526 -0.294 -0.103 -0.097 -0.33
H 0.3419 5.9086 0.7301 0.104 0.085 -0.045 0.32
H 1.0261 4.7217 1.8168 0.050 0.042 0.007 0.34
H 2.0678 5.4605 0.6220 -0.047 0.095 -0.093 0.31
H 1.5942 3.7820 -0.8641 -0.011 -0.270 0.040 0.20
H -0.0584 4.3481 -0.9425 -0.033 -0.064 -0.002 0.39
H 1.9996 1.9505 0.9042 0.041 -0.499 -0.433 0.34
H -2.2272 1.8353 0.3211 -0.122 0.171 -0.287 0.31
C 3.6626 5.7323 -4.5607 -0.078 0.102 -0.102 -0.39
C 3.9828 4.2528 -4.6009 0.151 0.072 -0.025 0.28
O 4.5834 4.0410 -3.3325 -0.286 -0.098 0.086 -0.30
C 4.0927 4.9754 -2.4781 0.214 0.161 0.014 0.72
O 4.2117 4.9407 -1.2965 -0.174 -0.093 -0.010 -0.52
O 3.4484 5.9480 -3.1598 -0.016 -0.087 -0.015 -0.32
F 4.8650 3.9400 -5.5712 0.056 0.015 0.040 -0.27
H 4.5135 6.3266 -4.8946 0.056 -0.083 -0.028 0.29
H 2.7787 6.0047 -5.1295 -0.083 0.013 0.150 0.27
H 3.1111 3.6022 -4.6941 0.039 -0.046 -0.084 0.27
C -2.2087 -1.4504 1.8773 0.216 -0.203 0.085 -0.45
C -2.9278 -2.4180 0.9600 -0.071 -0.096 0.324 0.75
O -3.7896 -1.5509 0.2047 0.279 0.181 -0.270 -0.37
C -3.1957 -0.3543 0.1579 -0.047 -0.115 0.076 0.80
O -3.4646 0.5650 -0.5603 -0.013 0.252 0.032 -0.58
O -2.1967 -0.2688 1.0516 0.299 -0.152 0.379 -0.34
F -3.6873 -3.3032 1.6382 -0.116 0.096 -0.079 -0.30
H -2.7731 -1.2533 2.7885 -0.120 -0.053 -0.061 0.47
H -1.2009 -1.7625 2.1327 0.087 0.161 -0.203 0.14
H -2.2724 -2.9489 0.2745 -0.057 -0.093 -0.010 -0.05
C -0.4155 -5.0043 -2.1169 -0.101 -0.200 0.029 -0.44
C 0.9644 -4.5711 -2.5655 -0.076 0.042 -0.124 0.27
O 1.0037 -3.2146 -2.1383 0.137 -0.106 0.222 -0.31
C 0.1795 -3.0874 -1.0773 0.062 0.058 -0.075 0.60
O 0.1611 -2.1543 -0.3396 -0.262 0.004 -0.002 -0.45
O -0.6238 -4.1734 -0.9628 0.072 0.064 -0.054 -0.31
F 1.1066 -4.6203 -3.9037 -0.035 0.083 -0.006 -0.28
H -1.1671 -4.7727 -2.8719 0.080 0.041 -0.076 0.30
H -0.4778 -6.0543 -1.8479 0.008 0.055 0.174 0.27
H 1.7878 -5.1131 -2.0984 0.038 -0.016 -0.080 0.30
C -2.2675 -5.0361 3.9085 -0.143 0.008 0.016 -0.46
C -1.3018 -5.7373 4.8425 0.028 -0.092 -0.130 0.26
O -0.0527 -5.1763 4.4624 -0.078 0.197 0.202 -0.32
C -0.2869 -3.9407 3.9614 0.126 0.012 -0.096 0.65
O 0.5311 -3.1044 3.7683 -0.047 -0.036 -0.078 -0.50
O -1.6099 -3.7787 3.7030 -0.115 -0.069 0.009 -0.20
F -1.2717 -7.0700 4.6380 0.055 0.011 -0.059 -0.28
H -2.3485 -5.5650 2.9584 0.057 -0.088 0.035 0.25
H -3.2577 -4.8878 4.3285 0.048 0.160 0.037 0.32
H -1.4699 -5.5437 5.9029 -0.003 -0.095 0.020 0.29
```
Positions in Å, forces in eV/Å.

Values from the calculation:
E_HOMO: -13.70 eV
maximum force: 0.0282 Eh/bohr
charge: +1
DFT total energy: -2513.384580 a.u.